{
  "formula": "C30H88N12O14",
  "method": "ωB97M-V with the def2-TZVPD basis set",
  "elements": ["C", "C", "C", "O", "H", "H", "H", "H", "H", "H", "H", "H", "C", "C", "C", "O", "H", "H", "H", "H", "H", "H", "H", "H", "C", "C", "C", "O", "H", "H", "H", "H", "H", "H", "H", "H", "C", "C", "C", "O", "H", "H", "H", "H", "H", "H", "H", "H", "C", "C", "C", "O", "H", "H", "H", "H", "H", "H", "H", "H", "C", "C", "C", "O", "H", "H", "H", "H", "H", "H", "H", "H", "C", "C", "C", "O", "H", "H", "H", "H", "H", "H", "H", "H", "C", "C", "C", "O", "H", "H", "H", "H", "H", "H", "H", "H", "C", "O", "N", "N", "H", "H", "H", "H", "C", "O", "N", "N", "H", "H", "H", "H", "C", "O", "N", "N", "H", "H", "H", "H", "C", "O", "N", "N", "H", "H", "H", "H", "C", "O", "N", "N", "H", "H", "H", "H", "C", "O", "N", "N", "H", "H", "H", "H"],
  "xyz": [[0.06, -3.29, 5.12], [0.85, -2.04, 4.76], [0.18, -1.07, 3.82], [1.20, -1.39, 6.00], [-0.13, -3.92, 4.24], [-0.89, -3.06, 5.60], [0.53, -3.93, 5.87], [1.69, -2.32, 4.12], [0.78, -0.18, 3.64], [-0.81, -0.74, 4.14], [-0.01, -1.65, 2.91], [1.86, -1.97, 6.40], [4.64, -0.90, 2.57], [4.33, 0.34, 1.76], [5.31, 1.52, 1.80], [4.04, 0.01, 0.42], [3.71, -1.47, 2.52], [4.59, -0.69, 3.64], [5.53, -1.39, 2.20], [3.42, 0.79, 2.19], [5.11, 2.02, 2.76], [5.18, 2.30, 1.05], [6.37, 1.26, 1.80], [4.55, 0.59, -0.15], [-0.05, -1.16, -0.88], [-0.43, 0.01, 0.07], [0.76, 0.58, 0.85], [-0.98, 1.04, -0.80], [-0.20, -2.17, -0.48], [1.00, -1.02, -1.12], [-0.64, -1.17, -1.79], [-1.30, -0.30, 0.65], [0.27, 1.36, 1.44], [1.56, 0.88, 0.18], [1.13, -0.18, 1.53], [-1.87, 0.71, -0.97], [-3.52, 5.04, 2.29], [-3.31, 3.57, 2.63], [-2.50, 2.77, 1.64], [-2.75, 3.49, 3.93], [-3.86, 5.52, 3.21], [-4.34, 5.16, 1.58], [-2.67, 5.65, 1.99], [-4.30, 3.11, 2.65], [-1.46, 3.02, 1.83], [-2.81, 2.85, 0.60], [-2.58, 1.71, 1.92], [-1.79, 3.38, 3.93], [1.75, -3.70, 1.70], [1.72, -4.68, 0.52], [2.47, -5.95, 0.99], [0.39, -4.95, 0.15], [2.74, -3.35, 1.98], [1.15, -3.99, 2.56], [1.23, -2.83, 1.27], [2.27, -4.29, -0.34], [2.46, -6.66, 0.16], [1.98, -6.33, 1.89], [3.52, -5.72, 1.19], [0.03, -5.51, 0.84], [2.30, 4.36, -3.77], [2.18, 2.84, -3.66], [0.81, 2.23, -3.40], [2.63, 2.30, -4.93], [2.39, 4.71, -4.80], [3.27, 4.56, -3.31], [1.53, 4.94, -3.25], [2.98, 2.48, -3.00], [0.06, 2.41, -4.17], [0.51, 2.63, -2.44], [0.92, 1.16, -3.27], [3.46, 2.71, -5.19], [-3.68, 3.49, -2.73], [-3.23, 4.95, -2.63], [-3.91, 5.76, -1.56], [-1.81, 5.01, -2.38], [-3.31, 3.07, -3.67], [-4.76, 3.62, -2.85], [-3.35, 2.83, -1.94], [-3.29, 5.45, -3.60], [-3.85, 5.33, -0.55], [-4.98, 5.95, -1.67], [-3.49, 6.76, -1.43], [-1.37, 4.83, -3.22], [4.08, -1.46, -5.63], [4.39, -2.30, -4.35], [3.69, -1.70, -3.14], [3.87, -3.61, -4.68], [4.04, -0.41, -5.34], [3.14, -1.75, -6.08], [4.91, -1.54, -6.34], [5.47, -2.42, -4.21], [3.96, -0.69, -2.86], [3.68, -2.36, -2.27], [2.62, -1.65, -3.38], [4.35, -3.93, -5.44], [-4.41, -1.87, 2.56], [-4.70, -2.89, 1.93], [-4.12, -0.66, 2.00], [-4.45, -1.86, 3.92], [-4.36, 0.15, 2.54], [-4.15, -0.64, 0.98], [-4.15, -1.14, 4.54], [-4.67, -2.77, 4.30], [1.41, 4.87, 0.00], [2.17, 5.64, 0.57], [1.82, 3.70, -0.55], [0.07, 5.04, -0.05], [1.17, 2.93, -0.54], [2.81, 3.55, -0.63], [-0.48, 4.58, -0.76], [-0.22, 5.88, 0.42], [0.94, -5.62, -3.33], [1.29, -6.29, -4.31], [1.63, -4.46, -3.04], [-0.30, -5.68, -2.76], [1.27, -3.90, -2.29], [2.33, -4.19, -3.73], [-0.99, -6.29, -3.15], [-0.51, -5.13, -1.95], [-4.92, -0.31, -1.46], [-4.60, 0.48, -0.56], [-5.74, -1.39, -1.24], [-4.57, -0.20, -2.77], [-6.13, -1.60, -0.35], [-6.00, -1.81, -2.11], [-4.01, 0.56, -3.11], [-4.56, -1.05, -3.32], [-3.92, -4.88, -1.07], [-4.60, -4.51, -2.03], [-2.71, -4.41, -0.71], [-4.40, -5.89, -0.29], [-2.38, -3.67, -1.30], [-2.30, -4.64, 0.17], [-3.88, -6.13, 0.54], [-5.36, -6.17, -0.36], [1.28, 3.74, 3.84], [0.24, 4.35, 3.60], [1.65, 3.37, 5.11], [2.05, 3.20, 2.86], [1.03, 3.70, 5.82], [2.59, 3.06, 5.22], [1.70, 3.42, 1.94], [2.81, 2.59, 3.11]],
  "lowdin_charge": [-0.05, -0.49, -0.05, -0.04, 0.06, 0.08, 0.08, 0.11, 0.07, 0.09, 0.07, 0.09, -0.03, -0.51, -0.05, -0.05, 0.05, 0.09, 0.09, 0.10, 0.07, 0.08, 0.08, 0.08, -0.04, -0.43, -0.05, -0.09, 0.05, 0.07, 0.08, 0.12, 0.07, 0.07, 0.05, 0.06, -0.05, -0.49, -0.05, -0.05, 0.08, 0.06, 0.08, 0.13, 0.06, 0.07, 0.06, 0.05, -0.05, -0.48, -0.04, -0.06, 0.07, 0.06, 0.06, 0.12, 0.08, 0.08, 0.08, 0.10, -0.05, -0.46, -0.04, -0.09, 0.08, 0.08, 0.07, 0.12, 0.09, 0.04, 0.07, 0.07, -0.05, -0.46, -0.05, -0.09, 0.07, 0.09, 0.06, 0.14, 0.06, 0.09, 0.09, 0.08, -0.05, -0.43, -0.06, -0.09, 0.06, 0.09, 0.07, 0.13, 0.07, 0.07, 0.08, 0.10, -0.68, -0.01, 0.17, 0.15, 0.10, 0.05, 0.09, 0.10, -0.71, 0.01, 0.16, 0.19, 0.06, 0.10, 0.07, 0.11, -0.65, 0.00, 0.15, 0.15, 0.06, 0.06, 0.11, 0.04, -0.65, -0.02, 0.18, 0.17, 0.11, 0.09, 0.09, 0.10, -0.69, -0.01, 0.17, 0.15, 0.10, 0.09, 0.09, 0.10, -0.65, 0.02, 0.16, 0.19, 0.11, 0.09, 0.07, 0.07],
  "gap_ha": 0.3403,
  "total_charge": 0,
  "e_homo_ev": -9.18,
  "e_lumo_ev": 0.08,
  "de_lowest_kj_mol": 230.0,
  "energy_ev": -79087.44194
}